1.
Density functional theory data (ωB97M-V/def2-TZVPD) for a molecular structure, C19H17ClCuF7N2O6S.

Element x y z (Å)
C (-1.5878, 1.2233, 1.7362)
S (-1.5996, -1.0359, -0.5789)
H (2.7407, -1.0568, -1.3552)
C (1.5561, 2.2934, -0.0807)
O (-1.6518, -1.8185, 0.6342)
C (4.4509, 4.3894, -0.6791)
C (1.6328, -2.8764, -1.7531)
H (-2.5922, 1.2308, 1.3420)
C (1.6749, 1.3475, -1.0926)
H (2.0722, -5.0626, 0.5863)
H (0.9186, -3.2278, -2.4897)
F (-5.0176, 2.1967, -0.2930)
C (3.4226, 3.2892, -0.7704)
C (-0.3870, 0.2424, -0.3710)
H (-1.4832, 2.1455, 2.2933)
O (-1.4345, -1.7922, -1.7720)
N (2.7152, 1.3699, -1.9706)
C (-3.3257, -0.3185, -0.7489)
H (-0.8268, 0.5521, 3.6239)
O (0.8940, -0.5818, -2.2204)
F (-3.9927, -1.2639, -1.4079)
F (-4.9257, 2.5979, -2.3986)
H (2.5205, -3.5091, -1.8530)
Cu (-0.2070, -0.6837, 4.5257)
H (4.3925, 2.4282, -2.4993)
H (-2.9367, -1.4433, 2.6820)
N (2.4670, 3.2904, 0.1137)
F (-3.9248, -0.1964, 0.4426)
O (1.0701, -3.0587, -0.4670)
C (0.7060, 0.2991, -1.2259)
F (-2.5771, 1.9193, -1.1701)
H (2.6869, -2.1082, 0.4697)
C (1.9878, -2.9388, 0.5891)
O (5.4371, 4.2447, 0.1520)
H (2.5418, -1.4687, -3.0241)
C (-2.6312, -0.6122, 3.3018)
C (0.4567, 2.2031, 0.7999)
C (2.0279, -1.4634, -2.0662)
H (-0.6760, -0.6681, 2.3115)
C (-4.8700, 1.6348, -1.4888)
F (-5.8281, 0.7700, -1.7346)
C (3.5605, 2.3443, -1.8154)
C (-3.4578, 0.9837, -1.5669)
H (3.6600, -4.2750, 0.3238)
C (-0.4955, 1.2220, 0.6812)
H (2.9040, -4.3478, 1.9485)
F (-3.2026, 0.6981, -2.8431)
H (1.3868, -2.7050, 1.4733)
O (4.3665, 5.3798, -1.3781)
C (2.7305, -4.2522, 0.8814)
C (-1.3691, 0.0625, 2.7382)
H (-2.4182, -1.0459, 4.2906)
Cl (-3.9465, 0.5293, 3.5757)
H (0.3850, 2.9235, 1.5984)

## Properties
Multiplicity = 2
Highest occupied orbital energy (spin up / spin down) = -12.160 / -12.152 eV
Expectation value of S² = 0.756
Lowest unoccupied orbital energy (spin up / spin down) = -6.21 / -6.21 eV
Net charge = +1


2.
Density functional theory data (ωB97M-V/def2-TZVPD) for 2 unconnected molecules or ions with the total composition C3H12N.

Element x y z (Å)
H (0.6577, 1.2994, 1.4738)
H (2.0478, 0.0359, -1.0451)
H (2.8812, 0.1840, 0.5654)
N (-2.3452, 0.3563, -1.1341)
H (-1.7491, 0.5109, -0.2852)
C (2.2332, -0.4334, -0.0592)
H (-0.2522, 1.2802, 0.2479)
H (-1.7958, 0.0524, -1.9462)
H (-2.8244, 1.2645, -1.1595)
H (1.0733, -1.2990, 1.5199)
C (0.8807, -0.7287, 0.6105)
H (0.2103, -1.4280, 0.0273)
H (-0.8994, 0.2104, 1.3643)
H (-3.0261, -0.3854, -1.0127)
C (0.1105, 0.5136, 0.9637)
H (2.7976, -1.4331, -0.1309)

## Properties
Multiplicity = 1
Highest occupied orbital energy = -14.737 eV
Lowest unoccupied orbital energy = -4.28 eV
Net charge = +1


3.
Density functional theory data (ωB97M-V/def2-TZVPD) for a molecular structure, C7H16NOSSi.

Element x y z (Å)
H (-1.4862, 1.7521, 1.1246)
H (-2.4868, 1.2338, -0.1323)
H (0.9413, 2.2376, -1.5499)
C (1.9140, -1.5191, -0.8237)
C (-0.0502, -1.0461, 2.0173)
S (3.2629, -2.3939, -1.3527)
C (-1.9144, -1.8052, -0.2316)
C (2.1332, -0.0532, -0.3523)
C (0.2709, 1.4453, -1.4771)
Si (-0.6376, -0.4111, 0.3408)
H (-2.8739, -1.6799, 0.1519)
H (0.1201, -2.1264, 1.8054)
H (3.1468, 1.7696, -0.4478)
H (-0.8611, -1.0835, 2.6365)
H (-2.6270, 0.5630, 1.5938)
O (0.8275, -1.9540, -0.4856)
N (0.6251, 0.6351, -0.3043)
H (-1.3320, -2.6579, 0.2514)
H (2.3542, -0.2052, 0.6907)
C (3.0103, 0.8785, -1.1151)
C (-2.0283, 0.9268, 0.7371)
H (2.7681, 0.9226, -2.1039)
H (-0.6173, 2.0444, -1.2000)
H (0.8096, -0.5449, 2.3432)
H (0.1724, 0.8703, -2.4754)
H (-1.8807, -2.0210, -1.2615)
H (3.9973, 0.4997, -1.0858)

## Properties
Multiplicity = 1
Highest occupied orbital energy = -3.914 eV
Lowest unoccupied orbital energy = 3.54 eV
Net charge = -1


4.
Density functional theory data (ωB97M-V/def2-TZVPD) for 2 unconnected molecules or ions with the total composition C4H10O3.

Element x y z (Å)
C (-1.0025, -0.6846, 0.0871)
H (2.9877, 0.6839, -0.5596)
O (1.9089, -0.0803, 1.0841)
C (-2.5070, -0.7032, 0.0000)
H (0.7969, -0.5581, -1.1596)
O (-2.9851, 0.3448, -0.8058)
H (-2.9245, -0.6551, 1.0166)
H (-0.7282, 0.1800, -1.9140)
H (3.9026, 0.1315, 0.8526)
H (-2.8178, -1.6452, -0.4624)
C (2.9882, 0.6436, 0.5437)
C (-0.2167, -0.1853, -1.0302)
H (-0.5300, -1.3842, 0.7786)
H (-2.5530, 1.1492, -0.4805)
O (-0.4559, 0.6384, 0.1288)
H (3.0413, 1.6765, 0.9163)
H (1.0952, 0.4481, 1.0043)

## Properties
Multiplicity = 1
Highest occupied orbital energy = -10.084 eV
Lowest unoccupied orbital energy = 0.90 eV


5.
Density functional theory data (ωB97M-V/def2-TZVPD) for a gas-phase ion, C11H15N2S (charge +1).

Element x y z (Å)
H (-0.3294, -0.5264, -2.9385)
H (1.5432, -1.2953, -0.4448)
H (-3.4465, 0.0305, -0.8511)
H (-0.7742, 3.0374, 1.8204)
H (-3.3284, -1.7661, -1.5559)
C (0.6451, 1.4672, 1.1009)
H (-2.0349, -0.2711, -2.8573)
N (2.1004, 2.7360, 2.6328)
H (-1.1604, -3.2432, -1.0014)
C (2.8659, -0.0535, 0.4374)
C (-2.9485, -1.0287, -0.7876)
H (3.6771, -0.6452, -0.0571)
C (1.9260, 1.7795, 1.7065)
H (3.9282, 1.4731, 1.4580)
N (1.6484, -0.3744, -0.0938)
C (0.5209, 0.3535, 0.2072)
H (-3.2963, -1.4326, 0.2240)
H (2.9862, 2.8478, 3.1595)
H (-1.4829, -1.8669, -2.9829)
C (-1.3063, -0.9294, -2.5509)
S (-1.8340, 1.3018, 0.3992)
C (-0.8489, 0.1166, -0.1647)
C (-1.4239, -1.0170, -1.0474)
C (-0.7426, -2.3098, -0.6729)
H (-0.8647, -2.3764, 0.4619)
C (2.9712, 1.0169, 1.2217)
H (1.2922, 3.1965, 2.8845)
H (0.2780, -2.3001, -0.9189)
C (-0.5612, 2.0793, 1.2112)

## Properties
Multiplicity = 1
Highest occupied orbital energy = -11.900 eV
Lowest unoccupied orbital energy = -4.28 eV
Net charge = +1


6.
Density functional theory data (ωB97M-V/def2-TZVPD) for a molecular structure, C6H12O2.

Element x y z (Å)
O (0.9285, 1.1356, -0.5172)
C (1.6951, -1.1783, -1.0222)
C (2.0027, -0.3463, 1.3245)
H (2.1816, 0.5364, 1.8915)
H (-0.5500, -0.4986, 1.0884)
H (3.1111, -0.8062, 1.2500)
H (-2.3562, 0.2143, 1.5669)
C (-2.3720, 0.1631, 0.3616)
C (-1.0190, 0.3128, 0.2695)
H (-2.5082, -1.0821, -1.0655)
H (0.2724, -1.2767, -1.2545)
C (1.8245, 0.1193, -0.0966)
H (-2.9699, 1.0635, -0.1242)
H (2.2633, -0.8806, -2.0357)
O (-2.8838, -1.0329, -0.1071)
C (-0.3471, 1.3127, -0.3034)
H (2.7882, 0.4080, -0.3392)
H (1.1108, -0.9483, 1.7741)
H (2.3006, -2.0229, -0.1486)
H (-0.7067, 2.1712, -0.8091)

## Properties
Multiplicity = 1
Highest occupied orbital energy = -8.306 eV
Lowest unoccupied orbital energy = 0.77 eV